Molecular formula: C31H18BrClCoFIN3O2
Method: DFT, ωB97M-V/def2-TZVPD

Properties
* Kohn-Sham gap (spin up / spin down): 6.2 / 6.2 eV
* LUMO (spin up / spin down): -1.06 / -1.05 eV
* M: 784.70 u
* charge: 0
* maximum force: 1.0 eV/A

Last column: Löwdin charge in e.
Cartesian coordinates (Å):
Co (0.250, -0.176, -0.160)  0.62
Br (-5.500, -4.711, -0.875)  0.72
C (-3.958, -3.624, -1.025)  -0.70
C (-3.584, -3.130, -2.283)  -0.11
C (-2.470, -2.345, -2.414)  0.01
C (-1.669, -1.994, -1.296)  -0.30
O (-0.628, -1.265, -1.483)  -0.10
C (-2.055, -2.521, -0.027)  -0.12
C (-1.294, -2.295, 1.154)  -0.02
N (-0.237, -1.548, 1.248)  0.06
C (0.388, -1.335, 2.474)  -0.17
C (0.137, -2.016, 3.655)  0.01
C (0.822, -1.679, 4.830)  -0.06
C (1.762, -0.682, 4.840)  -0.03
C (2.060, 0.019, 3.655)  -0.14
C (3.032, 1.041, 3.592)  0.01
C (3.281, 1.647, 2.390)  -0.02
C (2.553, 1.244, 1.261)  -0.06
N (1.621, 0.317, 1.296)  0.08
C (1.367, -0.307, 2.470)  -0.13
C (-3.206, -3.330, 0.079)  -0.09
H (-4.184, -3.371, -3.149)  0.10
H (-2.173, -1.960, -3.379)  0.12
H (-1.677, -2.788, 2.043)  0.12
H (-0.585, -2.817, 3.696)  0.11
H (0.597, -2.225, 5.735)  0.11
H (2.295, -0.425, 5.746)  0.12
H (3.568, 1.320, 4.489)  0.12
H (4.018, 2.429, 2.283)  0.11
H (2.745, 1.711, 0.304)  0.11
H (-3.486, -3.715, 1.051)  0.11
Cl (-3.318, 5.602, -1.534)  0.68
C (-2.566, 4.269, -0.720)  -0.63
C (-2.694, 4.136, 0.638)  -0.18
C (-2.127, 3.048, 1.314)  -0.65
I (-2.362, 2.849, 3.369)  0.89
C (-1.405, 2.067, 0.637)  -0.44
O (-0.879, 1.029, 1.153)  -0.12
C (-1.236, 2.256, -0.771)  -0.11
N (-0.499, 1.294, -1.384)  0.08
C (-0.414, 1.302, -2.698)  -0.10
C (-1.001, 2.304, -3.481)  -0.02
C (-1.690, 3.322, -2.876)  -0.01
C (-1.839, 3.316, -1.477)  -0.17
H (-3.254, 4.873, 1.196)  0.09
H (0.146, 0.498, -3.149)  0.12
H (-0.891, 2.264, -4.555)  0.11
H (-2.141, 4.115, -3.456)  0.09
F (5.117, -1.170, -3.607)  0.05
C (4.025, -0.930, -2.845)  -0.29
C (3.609, 0.371, -2.667)  -0.01
C (2.485, 0.613, -1.884)  -0.13
C (1.783, -0.429, -1.287)  -0.19
C (2.243, -1.731, -1.490)  -0.07
C (3.363, -1.994, -2.265)  -0.01
H (4.153, 1.178, -3.138)  0.12
H (2.169, 1.641, -1.751)  0.10
H (1.710, -2.561, -1.044)  0.10
H (3.721, -3.001, -2.427)  0.12

***

Molecular formula: C39H46CsN11O4S3
Method: DFT, ωB97M-V/def2-TZVPD

Properties
* Kohn-Sham gap: 6.4 eV
* LUMO: 3.75 eV
* M: 961.98 u
* charge: -2
* maximum force: 2.7 eV/A

Last column: Löwdin charge in e.
Cartesian coordinates (Å):
Cs (-1.082, 0.580, -0.439)  1.35
O (-3.030, 1.904, 0.188)  -0.54
C (-3.514, 2.393, 1.279)  -0.42
C (-3.837, 3.773, 1.403)  -0.03
C (-4.387, 4.288, 2.554)  -0.12
C (-4.659, 3.467, 3.653)  -0.13
C (-4.328, 2.126, 3.568)  -0.09
C (-3.738, 1.580, 2.431)  -0.15
C (-3.445, 0.144, 2.293)  -0.16
N (-3.011, -0.741, 3.095)  0.06
C (-2.555, -0.450, 4.451)  -0.22
C (-1.661, 0.779, 4.692)  -0.23
N (-0.614, 1.061, 3.717)  0.06
C (0.253, 0.203, 3.360)  -0.14
C (0.528, -1.182, 3.795)  -0.14
C (0.478, -1.608, 5.116)  -0.08
C (0.853, -2.892, 5.486)  -0.14
C (1.297, -3.766, 4.494)  -0.13
C (1.378, -3.368, 3.175)  -0.03
C (1.002, -2.059, 2.769)  -0.37
O (1.074, -1.656, 1.549)  -0.14
H (-3.640, 4.405, 0.544)  0.10
H (-4.621, 5.347, 2.604)  0.09
H (-5.113, 3.868, 4.551)  0.08
H (-4.541, 1.472, 4.406)  0.10
H (-3.648, -0.232, 1.284)  0.09
H (-2.020, -1.345, 4.766)  0.08
H (-3.420, -0.363, 5.122)  0.10
H (-1.233, 0.669, 5.696)  0.10
H (-2.272, 1.678, 4.725)  0.07
H (0.949, 0.533, 2.590)  0.08
H (0.150, -0.912, 5.879)  0.10
H (0.805, -3.205, 6.522)  0.08
H (1.593, -4.776, 4.762)  0.08
H (1.739, -4.055, 2.416)  0.09
N (-2.296, -2.996, -1.177)  0.06
C (-0.830, -3.095, -1.050)  -0.32
C (-0.295, -4.538, -1.141)  -0.14
C (1.130, -4.713, -1.668)  -0.20
C (2.257, -4.097, -0.876)  -0.17
N (2.167, -2.684, -0.600)  0.10
C (2.462, -1.708, -1.435)  -0.47
N (2.641, -1.954, -2.766)  0.20
N (2.689, -0.490, -0.962)  0.23
C (-0.255, -2.194, -2.158)  -0.69
O (-0.131, -2.680, -3.305)  -0.03
O (0.055, -1.031, -1.799)  -0.47
H (-2.748, -3.643, -0.539)  0.07
H (-2.545, -3.274, -2.123)  0.07
H (-0.562, -2.666, -0.077)  0.12
H (-0.949, -5.099, -1.816)  0.11
H (-0.389, -4.997, -0.149)  0.11
H (1.153, -4.355, -2.696)  0.09
H (1.349, -5.787, -1.702)  0.11
H (3.203, -4.313, -1.381)  0.12
H (2.311, -4.578, 0.105)  0.11
H (1.752, -2.376, 0.317)  0.08
H (1.849, -2.458, -3.170)  0.07
H (2.807, -1.104, -3.288)  0.11
H (2.517, -0.340, 0.025)  0.08
H (2.516, 0.315, -1.555)  0.08
S (4.687, 3.253, -1.493)  0.39
C (3.397, 3.174, -2.602)  -1.19
N (2.419, 2.309, -2.685)  0.00
C (1.554, 2.599, -3.728)  -0.33
C (0.414, 1.861, -4.053)  -0.02
C (-0.372, 2.246, -5.124)  -0.09
C (-0.046, 3.372, -5.881)  -0.12
C (1.077, 4.124, -5.570)  -0.12
C (1.868, 3.736, -4.496)  -0.51
S (3.319, 4.440, -3.861)  0.93
H (0.173, 0.988, -3.465)  0.08
H (-1.258, 1.671, -5.363)  0.09
H (-0.678, 3.666, -6.711)  0.09
H (1.334, 5.003, -6.151)  0.09
C (6.431, -1.140, 3.568)  -0.11
C (6.674, -0.031, 2.547)  -0.26
C (5.421, 0.741, 2.254)  -0.63
N (4.273, 0.189, 2.092)  0.03
N (3.273, 1.076, 1.784)  0.01
C (3.695, 2.299, 1.730)  -0.74
N (2.889, 3.376, 1.505)  0.08
S (5.390, 2.465, 2.057)  1.03
H (7.337, -1.730, 3.719)  0.06
H (5.632, -1.796, 3.228)  0.07
H (6.125, -0.721, 4.527)  0.07
H (7.039, -0.462, 1.610)  0.11
H (7.447, 0.655, 2.899)  0.09
H (1.982, 3.124, 1.135)  0.10
H (3.310, 4.102, 0.938)  0.05
N (-4.475, 0.389, -1.805)  0.11
C (-4.291, 0.771, -3.120)  -0.33
C (-4.313, -0.160, -4.164)  -0.04
C (-4.206, 0.254, -5.482)  -0.11
C (-4.071, 1.599, -5.798)  -0.14
C (-4.023, 2.526, -4.762)  -0.12
C (-4.129, 2.125, -3.442)  -0.03
H (-4.237, -0.571, -1.598)  0.07
H (-4.108, 1.037, -1.103)  0.03
H (-4.406, -1.215, -3.929)  0.10
H (-4.216, -0.489, -6.271)  0.09
H (-3.973, 1.918, -6.828)  0.09
H (-3.876, 3.576, -4.984)  0.10
H (-4.073, 2.848, -2.637)  0.11

***

Molecular formula: C4H3O2P
Method: DFT, ωB97M-V/def2-TZVPD

Properties
* Kohn-Sham gap (spin up / spin down): 7.0 / 7.0 eV
* LUMO (spin up / spin down): -13.17 / -13.16 eV
* M: 114.04 u
* charge: +2
* maximum force: 1.8 eV/A

Last column: Löwdin charge in e.
Cartesian coordinates (Å):
O (2.375, 0.830, -1.286)  0.46
C (1.323, 0.870, -0.925)  0.01
C (-0.045, 1.026, -0.554)  -0.19
H (-0.245, 0.954, 0.535)  0.14
H (-0.278, 2.100, -0.744)  0.16
C (-0.031, -1.483, 1.637)  0.29
C (-0.773, -1.493, 0.679)  -0.18
O (-1.388, -1.233, -0.435)  -0.25
H (0.434, -1.500, 2.609)  0.11
P (-1.371, -0.071, -1.517)  1.46

***

Molecular formula: C2H3NS2
Method: DFT, ωB97M-V/def2-TZVPD

Properties
* Kohn-Sham gap: 7.8 eV
* SMILES: C=NSC=S
* LUMO: -0.88 eV
* M: 105.19 u
* charge: 0
* maximum force: 7.1 eV/A

Last column: Löwdin charge in e.
Cartesian coordinates (Å):
C (1.756, 0.032, -0.154)  -0.24
N (0.589, -0.271, -0.214)  -0.30
S (-0.678, 1.111, 0.023)  0.73
C (-1.859, -0.197, 0.452)  -0.91
S (-3.399, 0.159, -0.259)  0.48
H (2.228, 1.065, -0.175)  0.08
H (2.560, -0.863, -0.505)  0.13
H (-1.197, -1.035, 0.832)  0.03

***

Molecular formula: C21H19F2
Method: DFT, ωB97M-V/def2-TZVPD

Properties
* Kohn-Sham gap: 5.0 eV
* LUMO: -5.97 eV
* M: 309.38 u
* charge: +1
* maximum force: 2.0 eV/A

Last column: Löwdin charge in e.
Cartesian coordinates (Å):
F (5.228, -0.602, 1.420)  0.06
C (4.298, 0.044, 2.201)  -0.22
C (4.690, 1.213, 2.858)  0.04
C (3.736, 1.856, 3.663)  -0.03
C (2.455, 1.334, 3.806)  -0.01
C (2.041, 0.179, 3.095)  -0.19
C (0.670, -0.294, 3.169)  0.03
C (0.145, -1.134, 2.176)  -0.06
C (-0.983, -1.945, 2.262)  0.06
C (-1.240, -3.073, 1.410)  -0.20
C (-0.197, -3.707, 0.679)  0.07
C (-0.487, -4.834, -0.078)  -0.21
F (0.525, -5.428, -0.802)  0.06
C (-1.761, -5.392, -0.166)  0.05
C (-2.796, -4.760, 0.539)  -0.04
C (-2.548, -3.634, 1.316)  0.00
C (3.018, -0.494, 2.311)  0.07
H (5.691, 1.602, 2.737)  0.13
H (4.013, 2.765, 4.198)  0.12
H (1.739, 1.822, 4.471)  0.09
H (0.139, -0.186, 4.128)  0.13
H (0.655, -1.157, 1.204)  0.13
H (-1.763, -1.724, 2.989)  0.12
H (0.819, -3.312, 0.724)  0.13
H (-1.940, -6.278, -0.773)  0.14
H (-3.811, -5.152, 0.470)  0.12
H (-3.357, -3.143, 1.856)  0.12
H (2.773, -1.435, 1.811)  0.13
C (-0.466, 2.770, 4.931)  -0.20
C (-1.649, 3.550, 5.555)  -0.18
C (-2.867, 2.708, 5.758)  -0.06
C (-3.098, 1.601, 4.993)  -0.09
C (-2.143, 1.180, 3.999)  -0.09
C (-0.925, 1.791, 3.892)  -0.13
H (0.263, 3.468, 4.484)  0.11
H (0.061, 2.245, 5.750)  0.12
H (-1.345, 4.029, 6.497)  0.12
H (-1.860, 4.375, 4.851)  0.13
H (-3.608, 3.084, 6.465)  0.11
H (-4.022, 1.030, 5.084)  0.10
H (-2.393, 0.343, 3.341)  0.09
H (-0.301, 1.722, 3.001)  0.10

***

Molecular formula: C6H10O2
Method: DFT, ωB97M-V/def2-TZVPD

Properties
* Kohn-Sham gap: 9.8 eV
* SMILES: CC[C@@]1(O)C=COC1
* LUMO: 0.87 eV
* M: 114.14 u
* charge: 0
* maximum force: 10.4 eV/A

Last column: Löwdin charge in e.
Cartesian coordinates (Å):
C (0.565, 2.203, -0.517)  -0.12
C (1.089, 1.156, 0.406)  -0.22
C (0.295, -0.109, 0.451)  -0.58
O (1.058, -0.905, 1.304)  -0.04
C (-1.168, 0.110, 0.689)  0.02
C (-1.826, -0.629, -0.244)  0.00
O (-0.898, -1.405, -1.000)  -0.03
C (0.197, -0.828, -0.877)  -0.31
H (-0.298, 2.745, -0.145)  0.08
H (1.513, 2.853, -0.919)  0.14
H (0.256, 1.994, -1.417)  -0.01
H (2.057, 0.799, 0.011)  0.10
H (1.540, 1.674, 1.493)  0.20
H (1.931, -1.184, 0.767)  0.17
H (-1.675, 0.778, 1.472)  0.15
H (-2.882, -0.775, -0.327)  0.12
H (0.393, -0.104, -1.766)  0.16
H (0.973, -1.717, -1.055)  0.18